C37H65Cl3Ge2N4NaPSbSeSi3 as an isolated structure in a non-equilibrium geometry. Source: the Open Molecules 2025 dataset; level of theory: wB97M-V/def2-TZVPD.

## Properties
HOMO energy (spin up / spin down): -7.24 / -7.23 eV
multiplicity: 2
gap between HOMO and LUMO (spin up / spin down): 0.276 / 0.215 Eh
LUMO energy (spin up / spin down): 0.28 / -1.39 eV
energy relative to the best compared isomer or geometry (same formula, charge and spin): 21.4 kJ/mol

Cartesian coordinates (Å):
Na: -0.481 1.962 -0.181
C: 6.308 1.098 4.599
C: 5.889 -0.120 4.057
C: 4.738 -0.148 3.249
C: 4.022 1.064 3.067
C: 4.448 2.252 3.639
C: 5.607 2.248 4.415
P: 2.727 1.221 1.834
C: 3.280 0.021 0.572
C: 4.713 -0.093 0.274
C: 5.110 -0.705 -0.839
C: 4.186 -1.265 -1.897
C: 2.730 -1.445 -1.416
C: 2.396 -0.564 -0.325
C: 1.396 0.240 2.545
C: 1.284 -0.400 3.831
C: 0.137 -1.122 4.130
C: -0.919 -1.225 3.257
C: -0.849 -0.508 2.039
C: 0.280 0.205 1.761
H: 7.218 1.082 5.233
H: 6.433 -1.056 4.236
H: 4.444 -1.087 2.791
H: 3.864 3.179 3.486
H: 5.932 3.193 4.850
H: 5.398 0.313 0.999
H: 6.175 -0.712 -1.066
H: 4.142 -0.443 -2.673
H: 2.071 -1.256 -2.271
H: 1.360 -0.441 -0.056
H: 2.105 -0.376 4.566
H: 0.084 -1.667 5.068
H: -1.746 -1.841 3.630
H: -1.730 -0.439 1.420
C: -7.516 1.987 -3.931
Ge: -5.787 1.874 -3.078
C: -4.271 1.150 -4.088
C: -5.119 3.635 -2.424
C: -5.766 0.586 -1.510
Se: -4.062 0.665 -0.513
C: -4.378 1.835 1.023
H: -7.433 2.150 -4.997
H: -8.100 2.806 -3.500
H: -8.031 1.048 -3.794
H: -4.081 1.797 -4.953
H: -4.443 0.154 -4.487
H: -3.371 1.088 -3.467
H: -5.222 4.344 -3.262
H: -4.075 3.488 -2.059
H: -5.697 4.020 -1.567
H: -5.817 -0.421 -1.924
H: -6.625 0.778 -0.863
H: -3.733 2.710 0.806
H: -4.045 1.323 1.922
H: -5.427 2.089 1.117
C: -3.389 -4.932 0.745
Si: -1.520 -5.365 0.453
C: -0.544 -5.361 2.092
C: -1.311 -7.001 -0.431
Sb: -0.617 -3.179 -0.792
Si: -1.477 -3.487 -3.264
C: -0.115 -2.753 -4.448
C: -2.913 -2.270 -3.418
C: -1.965 -5.280 -3.674
Si: 1.959 -3.282 -1.063
C: 4.871 -2.476 -2.585
C: 2.539 -4.395 -2.441
C: 2.869 -3.810 0.528
H: -4.008 -5.695 0.331
H: -3.690 -3.952 0.322
H: -3.532 -4.860 1.806
H: -0.887 -6.192 2.687
H: -0.706 -4.433 2.647
H: 0.546 -5.483 2.000
H: -1.162 -7.791 0.296
H: -0.382 -7.000 -1.026
H: -2.225 -7.149 -1.006
H: -0.049 -1.678 -4.286
H: -0.560 -2.939 -5.389
H: 0.857 -3.259 -4.397
H: -2.707 -1.259 -3.060
H: -3.790 -2.677 -2.949
H: -3.054 -2.118 -4.487
H: -1.401 -6.105 -3.194
H: -1.924 -5.318 -4.772
H: -3.023 -5.475 -3.455
H: 4.525 -2.739 -3.555
H: 5.893 -2.187 -2.658
H: 4.879 -3.363 -1.958
H: 2.698 -3.819 -3.346
H: 1.759 -5.118 -2.667
H: 3.451 -4.921 -2.156
H: 2.569 -3.267 1.423
H: 3.897 -3.701 0.344
H: 2.682 -4.874 0.615
Cl: -0.454 0.855 -2.751
Ge: 0.911 2.463 -3.844
Cl: -0.325 3.834 -5.019
Cl: 1.164 3.569 -1.706
C: 0.521 6.518 4.484
C: 1.097 7.234 3.205
C: 2.453 6.629 2.795
C: 0.069 7.272 2.042
N: -0.497 5.959 1.823
C: -0.157 4.908 1.001
N: -1.117 4.007 0.981
N: -2.144 4.570 1.728
N: -1.760 5.655 2.290
H: 1.073 6.788 5.393
H: 0.566 5.413 4.434
H: -0.519 6.781 4.676
H: 1.135 8.327 3.416
H: 2.404 5.553 2.657
H: 3.190 6.908 3.526
H: 2.840 7.063 1.827
H: 0.657 7.586 1.140
H: -0.717 8.004 2.244
H: 0.814 4.798 0.575